(1)
{"formula": "C3H4LuO3", "method": "wB97M-V/def2-TZVPD", "total_energy_ev": -42935.7696, "homo_energy_ev": [-7.128, -8.711], "multiplicity": 2, "e_above_lowest_kcal_mol": 10.8, "gap_ev": [6.6630, 7.1424], "symbols": ["H", "O", "O", "C", "C", "O", "C", "H", "H", "H", "Lu"], "coordinates": [[2.05800, 1.86554, 1.54834], [0.64973, -0.49176, -2.95725], [0.29032, 2.00140, 0.49954], [1.36558, 1.27595, 0.91039], [2.31591, 0.70275, -0.31396], [1.83875, -0.41809, -1.05576], [0.84463, 0.09283, -1.88131], [1.05469, 0.36705, 1.47061], [3.24235, 0.35091, 0.16294], [2.63434, 1.56210, -0.92960], [-0.67495, 1.89439, -1.39882]], "forces_ev_per_a": [[-0.344, -0.165, -0.252], [-0.052, 1.014, 1.828], [-2.079, 0.648, -2.529], [2.105, -1.949, -1.091], [0.375, 0.675, 2.702], [-0.829, 1.566, -0.464], [-0.448, -1.316, -2.000], [0.143, 0.437, -0.065], [-0.274, 0.021, -0.017], [-0.386, -0.338, -0.192], [1.787, -0.594, 2.081]]}

---

(2)
{"formula": "C5H11NO", "method": "wB97M-V/def2-TZVPD", "total_energy_ev": -8899.2793, "homo_energy_ev": -8.998, "e_above_lowest_kcal_mol": 55.8, "smiles": "C=C/C=C/CN.O", "gap_ev": 9.4428, "symbols": ["N", "C", "C", "C", "C", "C", "H", "H", "H", "H", "H", "H", "H", "H", "H", "H", "H", "O"], "coordinates": [[-0.42467, -1.63726, -0.91649], [0.13466, -1.24833, 0.39126], [0.11686, 3.23004, 0.87083], [-0.59387, 2.35320, 1.56317], [-0.52892, 0.88921, 1.47155], [0.20622, 0.24398, 0.56983], [-1.42142, -1.76928, -0.78488], [-0.29671, -0.85507, -1.54848], [-0.33686, -1.66219, 1.28064], [1.16886, -1.60838, 0.41923], [-0.01387, 4.29851, 0.87564], [0.59327, 2.91552, -0.05770], [-1.37827, 2.79026, 2.17562], [-1.29605, 0.32131, 1.98590], [0.79624, 0.78788, -0.15374], [0.46731, -2.97857, -2.25468], [1.65585, -2.65250, -3.09500], [1.15137, -3.41834, -2.79272]], "forces_ev_per_a": [[-0.416, -0.255, 0.598], [1.460, 0.652, -0.006], [-0.240, -0.147, -1.805], [-0.555, 0.571, 0.499], [-0.403, 0.320, -1.022], [-0.639, -0.470, 0.168], [-0.048, 0.116, -0.355], [-0.205, -0.008, -0.074], [-0.477, -0.369, -0.408], [-0.037, -0.177, 0.037], [-0.241, 0.159, 0.576], [0.786, -0.157, 0.521], [0.285, -0.301, 0.590], [0.279, 0.004, 0.507], [0.386, 0.088, 0.069], [0.057, -0.290, 0.222], [0.137, -0.305, -0.118], [-0.128, 0.569, -0.001]]}

---

(3)
{"formula": "C19H28N4PS", "method": "wB97M-V/def2-TZVPD", "total_charge": -1, "total_energy_ev": -46238.2480, "homo_energy_ev": -4.660, "gap_ev": 7.3579, "symbols": ["C", "C", "C", "P", "S", "H", "H", "H", "H", "H", "H", "H", "H", "N", "C", "C", "C", "C", "H", "H", "H", "H", "H", "N", "C", "C", "C", "C", "H", "H", "H", "H", "H", "N", "C", "C", "C", "C", "H", "H", "H", "H", "H", "N", "C", "C", "C", "C", "H", "H", "H", "H", "H"], "coordinates": [[4.47693, 1.01088, 3.18716], [3.65860, 1.89653, 3.20015], [2.62030, 2.86385, 3.29961], [1.12966, 2.09812, 4.37901], [-0.34649, 2.10290, 2.48979], [4.96012, 0.07834, 3.27534], [2.94601, 3.75329, 3.82772], [2.25883, 3.14042, 2.31703], [0.63234, 3.44805, 4.52736], [0.02561, 1.57463, 5.14569], [1.56804, 0.76189, 4.02302], [1.97938, 2.16961, 5.55303], [0.04151, 1.05684, 1.75887], [2.40740, -1.31345, 1.78613], [1.22309, -1.70986, 2.33075], [0.54712, -2.43706, 1.38505], [1.36404, -2.46886, 0.21852], [2.50514, -1.75994, 0.50275], [3.09352, -0.74594, 2.25942], [0.95440, -1.41865, 3.33105], [-0.42750, -2.87822, 1.50737], [1.12448, -2.93050, -0.72553], [3.36706, -1.53296, -0.10070], [2.47168, -5.28617, -1.27554], [2.81632, -4.60034, -2.40380], [3.03976, -5.51433, -3.39996], [2.82062, -6.80574, -2.84437], [2.47266, -6.62719, -1.53108], [2.25235, -4.85493, -0.39256], [2.87067, -3.52570, -2.40458], [3.32554, -5.28360, -4.41209], [2.90699, -7.75262, -3.34993], [2.22561, -7.33897, -0.76303], [-3.33720, 1.54653, 1.00445], [-3.58888, 2.35526, -0.05766], [-4.95064, 2.49406, -0.17978], [-5.53957, 1.72632, 0.86281], [-4.51011, 1.15727, 1.57171], [-2.41210, 1.29365, 1.33379], [-2.77390, 2.77146, -0.62499], [-5.46587, 3.08069, -0.92339], [-6.58993, 1.61213, 1.07200], [-4.51766, 0.51653, 2.43598], [-2.93604, 3.65500, -3.33854], [-2.47488, 4.39496, -4.39124], [-2.12265, 3.52536, -5.38856], [-2.38201, 2.20890, -4.91243], [-2.88122, 2.32441, -3.64262], [-3.26044, 4.02836, -2.46525], [-2.43127, 5.46870, -4.34071], [-1.71824, 3.79987, -6.34810], [-2.21447, 1.28480, -5.43875], [-3.20469, 1.58541, -2.93040]], "forces_ev_per_a": [[-0.416, -0.210, 0.070], [0.322, -0.061, 0.003], [-0.230, -0.048, -0.095], [0.445, 0.072, 0.709], [-0.537, 0.149, -0.446], [0.567, -0.168, -0.017], [0.040, 0.169, 0.212], [-0.217, 0.062, -0.149], [-0.018, 0.003, -0.054], [0.009, -0.021, -0.077], [-0.046, 0.082, -0.061], [-0.015, -0.020, -0.092], [0.272, -0.251, -0.067], [0.114, -0.003, 0.058], [-0.024, -0.062, -0.015], [0.057, -0.020, -0.052], [-0.068, -0.051, 0.011], [0.008, -0.078, 0.018], [-0.159, 0.228, -0.011], [-0.022, 0.027, 0.003], [-0.026, 0.005, -0.009], [-0.060, 0.063, -0.031], [0.006, 0.021, -0.022], [0.016, -0.010, 0.088], [-0.006, -0.028, -0.001], [0.000, -0.066, 0.000], [0.021, 0.050, -0.041], [-0.003, 0.023, 0.006], [0.003, 0.056, -0.002], [0.003, 0.021, 0.000], [0.006, 0.002, -0.021], [0.002, -0.017, -0.012], [-0.008, -0.016, 0.013], [-0.001, -0.219, -0.097], [0.022, 0.060, -0.041], [-0.018, -0.032, 0.017], [0.030, 0.038, -0.045], [-0.030, -0.007, 0.004], [-0.006, 0.277, 0.212], [0.047, 0.004, 0.029], [-0.018, -0.005, -0.017], [-0.021, -0.004, -0.002], [-0.005, -0.006, 0.024], [-0.024, 0.035, 0.058], [-0.017, -0.031, 0.012], [-0.004, -0.068, 0.000], [0.025, 0.048, -0.044], [-0.033, 0.028, -0.026], [-0.008, 0.002, 0.026], [0.004, 0.021, 0.001], [0.007, 0.002, -0.020], [0.006, -0.017, -0.013], [0.006, -0.026, 0.006]]}

---

(4)
{"formula": "C26H26N2O", "method": "wB97M-V/def2-TZVPD", "total_energy_ev": -32412.7563, "homo_energy_ev": -8.650, "e_above_lowest_kcal_mol": 0.0, "smiles": "O=C(c1ccc(CN2CCc3ccccc3C2)cc1)N1CCc2ccccc2C1", "gap_ev": 9.2892, "symbols": ["O", "C", "N", "C", "C", "C", "C", "C", "C", "C", "C", "C", "H", "H", "H", "H", "H", "H", "H", "H", "H", "H", "C", "C", "C", "C", "C", "C", "H", "H", "C", "N", "C", "C", "C", "C", "C", "C", "C", "C", "C", "H", "H", "H", "H", "H", "H", "H", "H", "H", "H", "H", "H", "H", "H"], "coordinates": [[-3.39623, -2.68070, -1.40881], [-2.88120, -1.92713, -0.60252], [-3.60784, -1.19281, 0.27360], [-3.09026, -0.12944, 1.09833], [-3.43660, 1.21427, 0.45569], [-4.91206, 1.29603, 0.17400], [-5.53252, 2.53142, 0.03103], [-6.88545, 2.61987, -0.23412], [-7.63847, 1.46338, -0.35665], [-7.03025, 0.23109, -0.21647], [-5.66835, 0.13480, 0.04462], [-5.05170, -1.22981, 0.20425], [-5.44581, -1.69736, 1.11869], [-5.31717, -1.86974, -0.64277], [-7.61176, -0.67450, -0.31254], [-8.69665, 1.52340, -0.56252], [-7.35299, 3.58706, -0.34299], [-4.94138, 3.43081, 0.13116], [-2.88368, 1.31037, -0.48451], [-3.13047, 2.03493, 1.10724], [-3.56070, -0.19935, 2.08582], [-2.01120, -0.23362, 1.21356], [-1.39342, -1.79214, -0.50054], [-0.68407, -1.20688, -1.53967], [0.69661, -1.12694, -1.48208], [1.39018, -1.64719, -0.39912], [0.67650, -2.25091, 0.63093], [-0.70181, -2.32177, 0.58497], [-1.24919, -2.79778, 1.38614], [1.21796, -2.65526, 1.47247], [2.88945, -1.57472, -0.31930], [3.31424, -0.99285, 0.94744], [2.82426, 0.35551, 1.16414], [3.35893, 1.37294, 0.14833], [4.82715, 1.17675, -0.12147], [5.53139, 2.13602, -0.84038], [6.87397, 1.97051, -1.12038], [7.53204, 0.83203, -0.68434], [6.83912, -0.12926, 0.02604], [5.48926, 0.03139, 0.31217], [4.75442, -1.01678, 1.11359], [5.12383, -2.01322, 0.85687], [4.96343, -0.85446, 2.17955], [7.34677, -1.02067, 0.36757], [8.58124, 0.69430, -0.90032], [7.40732, 2.72638, -1.67787], [5.01358, 3.02256, -1.17976], [3.18257, 2.38627, 0.51650], [2.80974, 1.27469, -0.79376], [1.73178, 0.33810, 1.13681], [3.13463, 0.64689, 2.17193], [3.29147, -2.59408, -0.35004], [3.28879, -1.03571, -1.19367], [1.23848, -0.66290, -2.29442], [-1.21788, -0.81378, -2.39244]], "forces_ev_per_a": [[0.064, -0.088, -0.221], [0.065, -0.113, 0.013], [-0.270, 0.046, 0.155], [0.289, 0.479, 0.019], [0.071, -0.186, 0.128], [0.002, 0.004, -0.022], [-0.059, -0.023, -0.025], [0.015, 0.107, 0.002], [-0.084, -0.059, -0.016], [0.051, 0.028, 0.018], [0.027, 0.115, 0.019], [-0.246, -0.391, -0.092], [0.027, 0.007, -0.110], [0.005, 0.093, 0.197], [-0.087, -0.108, -0.022], [-0.091, 0.002, -0.021], [-0.042, 0.082, -0.006], [0.061, 0.101, 0.017], [0.086, 0.007, 0.057], [0.011, 0.021, -0.017], [0.088, -0.005, -0.016], [-0.184, 0.013, 0.066], [0.219, -0.113, -0.176], [-0.231, -0.036, 0.085], [0.107, -0.037, 0.079], [-0.032, 0.010, -0.114], [-0.009, -0.002, -0.042], [-0.051, 0.023, -0.089], [-0.053, -0.035, 0.091], [0.059, -0.045, 0.110], [0.102, -0.037, 0.019], [0.038, -0.177, 0.010], [-0.135, 0.272, -0.015], [-0.126, -0.218, 0.130], [0.005, 0.025, -0.038], [0.054, -0.037, 0.013], [0.013, 0.104, -0.059], [0.113, -0.060, 0.015], [-0.020, 0.046, -0.009], [0.001, 0.015, -0.055], [0.001, -0.072, 0.229], [0.013, 0.041, 0.038], [0.039, -0.081, -0.080], [0.067, -0.108, 0.022], [0.085, -0.012, -0.022], [0.044, 0.058, -0.045], [-0.050, 0.097, -0.036], [-0.044, -0.005, -0.047], [-0.033, 0.056, 0.002], [0.071, 0.076, 0.089], [-0.061, 0.019, -0.006], [0.044, 0.102, -0.071], [-0.049, -0.069, 0.001], [0.078, 0.053, -0.058], [-0.056, 0.018, -0.093]]}

---

(5)
{"formula": "C5H6NO", "method": "wB97M-V/def2-TZVPD", "total_charge": 1, "total_energy_ev": -8805.5360, "homo_energy_ev": -15.484, "e_above_lowest_kcal_mol": 171.0, "gap_ev": 8.8918, "symbols": ["C", "C", "C", "C", "C", "N", "O", "H", "H", "H", "H", "H", "H"], "coordinates": [[-0.14298, 0.61313, -3.74846], [-0.06783, 0.56899, -2.45017], [-0.78762, 0.73733, -0.70038], [-1.37947, 0.83701, 0.62007], [1.75324, 0.01420, -0.75253], [0.46225, 0.42888, -1.16072], [-1.35110, 0.91832, -1.94628], [-0.86276, 0.34846, 1.49910], [-2.41492, 0.44858, 0.64131], [-1.64731, 1.95454, 0.92016], [2.47259, 0.47249, -1.49839], [1.88700, -1.08566, -0.43305], [1.93089, 0.48260, 0.29206]], "forces_ev_per_a": [[0.620, -0.170, -2.035], [-0.163, 0.144, 1.155], [1.576, -0.436, -1.221], [-1.649, 1.714, 1.977], [2.243, 0.148, 3.128], [-3.144, 0.157, -0.721], [0.136, -0.101, 2.702], [-0.039, 0.584, -1.423], [0.434, -0.241, -0.478], [1.062, -1.924, -0.798], [-0.578, -1.071, 1.087], [-0.437, 1.415, -1.552], [-0.061, -0.220, -1.823]]}

---

(6)
{"formula": "C25H28CeCl2N2O4", "method": "wB97M-V/def2-TZVPD", "total_charge": -2, "total_energy_ev": -75527.7119, "homo_energy_ev": [0.755, 0.751], "gap_ev": [2.9892, 2.9978], "symbols": ["C", "C", "C", "C", "C", "C", "C", "C", "C", "C", "Ce", "Cl", "Cl", "O", "H", "H", "H", "H", "H", "H", "H", "H", "H", "H", "H", "H", "H", "H", "H", "H", "O", "H", "O", "C", "N", "C", "C", "O", "N", "C", "C", "C", "C", "C", "C", "C", "C", "C", "C", "C", "C", "H", "H", "H", "H", "H", "H", "H", "H", "H", "H", "H"], "coordinates": [[-2.21916, 3.92993, -2.13653], [-0.81996, 4.16829, -2.11413], [-0.40787, 4.24840, -0.75542], [0.02513, 4.31942, -3.30864], [-1.56490, 4.09127, 0.06062], [-2.67925, 3.87953, -0.79318], [-4.07165, 3.65236, -0.36238], [-3.03132, 3.78080, -3.35734], [0.98180, 4.43315, -0.29861], [-1.62837, 4.09972, 1.53267], [-2.88270, -0.70894, -0.47101], [1.36237, 1.19402, -2.35402], [-3.69539, 0.20158, -2.73617], [-2.14129, 0.94973, 0.57817], [-0.22158, 3.54780, -4.04831], [1.07925, 4.19105, -3.04864], [-0.11784, 5.30502, -3.77821], [1.60778, 3.63482, -0.72406], [1.02774, 4.38126, 0.79319], [1.38984, 5.40296, -0.62019], [-0.64658, 4.33036, 1.95850], [-1.95927, 3.11274, 1.89160], [-2.34782, 4.85298, 1.88743], [-4.09655, 3.24438, 0.65503], [-4.57922, 2.94688, -1.03267], [-4.64337, 4.59395, -0.36639], [-2.49464, 3.15847, -4.08413], [-3.23638, 4.75170, -3.83286], [-3.98738, 3.29765, -3.13749], [-1.18441, 1.04135, 0.76089], [-4.43502, -1.45362, 0.57931], [-5.11971, -1.83460, 1.15077], [-1.84190, -2.93246, -0.98275], [-0.76524, -2.66574, -0.36750], [0.36187, -3.43618, -0.24501], [1.27882, -2.85346, 0.71164], [0.65994, -1.43546, 0.85220], [1.16614, -0.45097, 1.37014], [-0.59358, -1.47990, 0.26995], [1.16783, -3.62416, 2.03393], [1.06542, -2.96709, 3.26349], [0.88915, -3.70588, 4.43886], [0.83555, -5.09960, 4.39283], [0.97366, -5.75796, 3.16475], [1.15214, -5.02108, 1.98823], [2.68063, -2.81870, 0.12582], [3.75372, -3.49512, 0.71565], [4.96643, -3.60889, 0.02347], [5.11610, -3.02334, -1.23521], [4.06920, -2.26143, -1.77228], [2.86607, -2.12923, -1.07501], [0.34184, -4.41470, -0.50806], [1.13356, -1.87670, 3.29940], [0.79123, -3.17341, 5.38553], [0.69976, -5.67872, 5.30634], [0.95593, -6.84721, 3.09934], [1.28631, -5.54357, 1.03539], [3.62981, -3.93854, 1.70578], [5.78176, -4.16294, 0.49066], [6.05750, -3.12569, -1.77733], [4.16976, -1.75165, -2.72955], [2.08834, -1.46464, -1.46852]], "forces_ev_per_a": [[0.589, 0.206, 1.295], [-1.045, -0.172, 1.076], [-1.619, 0.073, -0.002], [0.353, -0.112, -0.320], [0.900, 0.088, -1.309], [0.830, 0.013, -1.017], [-0.242, 0.033, 0.158], [-0.127, -0.094, -0.377], [0.478, -0.111, -0.049], [-0.092, -0.101, 0.358], [2.312, 2.267, -0.167], [0.181, -0.549, 0.010], [-0.241, -0.196, -0.108], [-0.205, -1.328, -0.302], [0.148, 0.105, -0.033], [-0.039, 0.020, -0.157], [0.102, 0.024, -0.130], [0.088, 0.153, 0.193], [0.224, 0.021, -0.045], [0.142, -0.024, 0.102], [-0.150, -0.061, 0.138], [0.039, 0.181, 0.292], [0.063, -0.074, 0.218], [-0.130, -0.007, -0.047], [-0.105, 0.023, 0.086], [-0.261, -0.109, 0.086], [-0.194, 0.033, -0.105], [-0.117, -0.028, -0.162], [-0.024, 0.011, -0.131], [-0.463, 0.275, -0.251], [-1.570, -0.925, 1.133], [0.469, 0.346, -0.390], [0.864, -0.010, 0.413], [0.485, 0.559, 0.425], [-1.206, -0.560, -0.835], [0.467, -0.063, 0.366], [-0.547, 1.522, -0.078], [-0.367, -1.670, -0.241], [-0.257, -0.393, -0.155], [0.114, 0.208, 0.043], [0.025, -0.210, 0.062], [0.069, -0.041, -0.250], [0.044, -0.002, -0.224], [0.137, 0.252, -0.240], [-0.135, -0.120, 0.563], [0.435, -0.006, 0.167], [-0.090, 0.020, -0.388], [-0.182, 0.107, 0.123], [-0.238, 0.100, 0.142], [-0.073, -0.038, 0.319], [0.248, -0.074, -0.248], [0.114, 0.404, 0.123], [-0.100, -0.361, -0.063], [0.027, -0.199, -0.201], [0.004, 0.150, -0.199], [-0.015, 0.275, 0.154], [-0.076, 0.172, 0.386], [0.119, 0.023, -0.355], [-0.107, 0.159, -0.191], [-0.242, 0.016, 0.120], [0.047, -0.054, 0.261], [0.143, -0.145, -0.042]]}